# C22H16CoF12N2O4

A structure of composition C22H16CoF12N2O4 (ωB97M-V/def2-TZVPD, OMol25).

Each line ends with the Mulliken charge.
Element x y z (Å)
Co: -0.25 0.59 -0.48  0.831
C: 3.66 3.54 3.91  -1.617
C: 2.57 2.72 3.29  0.535
C: 1.24 2.97 3.58  -0.878
C: 0.23 2.20 3.05  -0.111
C: 0.52 1.14 2.18  0.729
N: -0.46 0.39 1.61  -0.168
C: -1.51 -0.12 2.27  0.661
C: -1.50 -0.20 3.68  -0.699
C: -2.58 -0.65 4.40  -1.154
C: -3.74 -1.05 3.74  0.494
C: -4.98 -1.46 4.50  -1.637
C: -3.72 -1.09 2.35  -0.489
C: -2.63 -0.69 1.61  -0.843
C: -2.63 -0.87 0.09  2.261
O: -1.42 -0.84 -0.54  -0.757
C: -3.14 -2.32 -0.23  0.437
F: -2.59 -3.26 0.57  -0.282
F: -4.48 -2.53 -0.11  -0.307
F: -2.86 -2.69 -1.48  -0.266
C: -3.61 0.12 -0.56  -0.025
F: -3.88 -0.17 -1.87  -0.300
F: -1.57 1.70 -0.75  -0.772
F: -4.85 0.20 0.03  -0.279
C: 1.87 0.92 1.82  -0.917
C: 2.86 1.70 2.39  -0.774
C: 2.17 -0.21 0.83  1.975
O: 1.33 -0.40 -0.21  -0.779
C: 3.60 -0.06 0.21  0.428
F: 3.85 1.16 -0.27  -0.212
F: 3.78 -0.90 -0.82  -0.290
F: 4.63 -0.34 1.05  -0.307
C: 2.24 -1.53 1.69  0.362
F: 2.95 -1.38 2.84  -0.332
F: 2.85 -2.56 1.06  -0.336
F: 1.05 -1.97 2.06  -0.163
H: 3.32 4.00 4.83  0.404
H: 3.97 4.34 3.23  0.281
H: 4.54 2.93 4.12  0.371
H: 0.99 3.79 4.25  0.316
H: -0.80 2.42 3.27  0.544
H: -0.59 0.10 4.19  0.515
H: -2.53 -0.67 5.48  0.312
H: -4.95 -1.08 5.52  0.369
H: -5.07 -2.55 4.54  0.280
H: -5.86 -1.07 4.00  0.362
H: -4.61 -1.45 1.86  0.437
H: 3.90 1.53 2.15  0.448
N: 0.03 0.64 -2.84  -0.314
C: 0.20 2.06 -3.07  -0.470
C: 1.03 2.71 -1.91  0.535
O: 1.69 3.71 -2.17  -0.815
O: 0.93 2.15 -0.78  -0.553
H: 0.85 0.11 -3.10  0.233
H: -0.81 0.26 -3.24  0.209
H: -0.78 2.54 -3.04  0.195
H: 0.69 2.30 -4.03  0.320

Its expectation value of S² is 0.77. Its charge is -2. As for the multiplicity: 2.


# C22H16F3InN4S

A structure of composition C22H16F3InN4S (ωB97M-V/def2-TZVPD, OMol25).

Each line ends with the Mulliken charge.
Element x y z (Å)
In: 0.26 0.37 -0.11  0.861
C: -4.19 -0.55 -0.64  -0.925
C: -4.27 -1.92 -0.84  -0.343
C: -3.12 -2.70 -0.74  -0.846
C: -1.91 -2.08 -0.43  0.529
N: -1.85 -0.76 -0.24  0.050
C: -2.95 -0.01 -0.34  -0.145
C: -0.63 -2.80 -0.31  0.749
C: -0.55 -4.19 -0.21  -0.835
C: 0.68 -4.79 -0.04  -0.340
C: 1.82 -4.00 0.03  -0.895
C: 1.66 -2.63 -0.09  0.014
N: 0.48 -2.05 -0.26  -0.058
H: -5.06 0.08 -0.71  0.421
H: -5.21 -2.38 -1.09  0.433
H: -3.17 -3.76 -0.92  0.321
H: -2.81 1.05 -0.19  0.546
H: -1.45 -4.79 -0.25  0.301
H: 0.76 -5.87 0.05  0.433
H: 2.80 -4.43 0.18  0.411
H: 2.51 -1.96 -0.04  0.399
F: 3.84 0.95 5.31  -0.311
C: 2.75 0.67 4.55  0.626
F: 2.32 -0.55 4.94  -0.225
F: 1.81 1.56 4.87  -0.213
C: 3.11 0.70 3.09  -0.055
C: 4.39 1.02 2.70  -0.106
C: 4.72 1.06 1.35  -0.817
C: 3.74 0.77 0.44  -0.356
N: 2.50 0.44 0.80  -0.545
C: 2.13 0.41 2.10  0.590
S: 0.49 0.06 2.43  -0.427
H: 5.14 1.24 3.45  0.497
H: 5.72 1.32 1.03  0.397
H: 3.93 0.79 -0.63  0.505
N: 0.13 2.33 -0.61  -0.689
C: -0.76 2.76 -1.53  0.341
C: -1.37 1.98 -2.55  -0.085
C: -2.30 2.52 -3.43  -0.647
C: -2.66 3.85 -3.35  -0.498
C: -2.07 4.64 -2.37  -0.358
C: -1.14 4.13 -1.49  -0.496
H: -1.07 0.94 -2.63  0.324
H: -2.72 1.88 -4.20  0.354
H: -3.39 4.27 -4.04  0.374
H: -2.34 5.69 -2.30  0.330
H: -0.69 4.76 -0.74  0.405

Its charge is 0. As for the multiplicity: 1.


M: 659.29, 540.28 (g mol⁻¹)
Calculated total energy: -104483.399, -53195.545 (eV)